Formula: C6H14NO2P
Source: OMol25
Level of theory: ωB97M-V/def2-TZVPD

XYZ file:
```
24
Properties=species:S:1:pos:R:3:forces:R:3:nbo_charge:R:1
C 2.315229 -0.580908 1.289531 -0.4 0.3 -1.3 -1.008
H 3.380801 -0.537550 1.115665 0.2 0.1 -0.4 0.253
H -2.448019 0.157606 -1.965799 -1.8 0.8 -0.9 0.212
H 1.942999 2.417706 -0.043553 1.0 1.5 1.2 0.168
H 0.454692 1.892433 1.411588 -1.2 0.0 -1.1 0.185
O 1.789548 0.782083 -0.981573 -0.5 -2.2 -1.0 -0.791
H -1.590860 -1.614235 1.653231 -0.2 -0.6 0.0 0.220
H -0.978292 -2.223055 0.067573 1.0 -2.0 -0.4 0.224
C -1.615864 -0.303916 -1.567841 3.2 -1.8 0.4 -0.641
O 1.233660 -1.765028 -1.021706 -0.3 -0.9 -0.3 -1.067
H -2.774111 -2.023674 0.278071 0.3 -0.9 0.4 0.211
H 0.877561 2.684162 -1.341604 -0.1 -0.5 -1.0 0.186
H -0.965781 2.005760 0.229347 -0.2 1.3 -0.2 0.212
C -1.755575 -1.766260 0.588238 -1.4 3.1 -0.7 -0.617
P 1.259131 -0.577072 -0.192286 -0.9 3.0 1.4 2.239
C -1.604821 -0.355826 -0.046015 1.3 0.3 1.0 -0.019
H -2.360265 0.299726 0.348292 -0.4 0.4 0.3 0.184
H 1.987710 0.284279 1.834279 0.0 0.3 0.6 0.237
N -0.302196 0.187093 0.522885 2.6 -2.8 -1.8 -0.729
H -0.705046 0.310527 -1.772004 -0.9 -0.4 -0.7 0.210
C 0.000208 1.582400 0.405935 1.2 0.8 1.7 -0.270
H -1.420357 -1.343120 -2.010503 -0.4 1.5 0.5 0.229
H 2.092929 -1.479742 1.796302 -0.3 -0.9 0.9 0.247
C 1.186726 1.966606 -0.598062 -1.9 -0.5 1.4 -0.075
```
Positions in Å, forces in eV/Å.

Summary:
Charge: 0
Energy (eV): -21323.1909
HOMO-LUMO gap (eV): 10.01